1.
A molecular structure, C32H60F24N7O19S8 in a non-equilibrium geometry, computed with ωB97M-V/def2-TZVPD.

Each line ends with the Mulliken charge.
Atoms and positions in Å:
C  -4.53  4.72  -1.62  -1.10
C  -3.49  4.91  -2.73  -0.69
N  -2.34  3.91  -2.71  0.93
C  -1.51  4.19  -1.47  0.23
C  -2.92  2.51  -2.67  -0.09
C  -3.79  2.21  -3.85  -1.72
C  -1.39  4.14  -3.84  -1.96
C  -0.44  2.97  -4.04  0.39
O  -0.97  1.82  -4.71  -0.34
C  0.10  0.93  -4.85  -0.34
H  -5.23  5.54  -1.75  0.47
H  -4.14  4.74  -0.61  0.21
H  -5.00  3.75  -1.86  0.26
H  -2.98  5.91  -2.71  0.58
H  -3.95  4.80  -3.70  0.51
H  -1.34  5.27  -1.41  0.47
H  -0.54  3.68  -1.54  -0.52
H  -1.99  3.86  -0.53  -0.10
H  -3.32  2.43  -1.65  0.30
H  -2.07  1.85  -2.60  0.17
H  -3.86  1.09  -3.81  0.39
H  -3.31  2.51  -4.79  0.28
H  -4.82  2.54  -3.71  0.46
H  -0.79  5.04  -3.65  0.71
H  -1.90  4.32  -4.77  0.49
H  -0.08  2.71  -3.02  -0.46
H  0.37  3.52  -4.55  0.84
H  0.70  1.21  -5.73  0.45
H  -0.33  -0.05  -5.12  0.26
H  0.75  0.81  -3.94  -0.20
C  -1.63  -1.96  1.55  1.08
C  -2.46  -3.21  1.53  -1.64
N  -2.03  -4.27  2.57  0.47
C  -2.38  -3.68  3.93  -1.10
C  -2.93  -5.43  2.26  -0.63
C  -2.63  -6.54  3.21  -1.26
C  -0.59  -4.59  2.53  0.23
C  -0.13  -5.28  1.27  -1.67
O  0.28  -4.30  0.38  0.80
C  0.94  -4.73  -0.79  -0.69
H  -2.15  -1.29  0.83  -0.31
H  -0.62  -2.20  1.29  -0.59
H  -1.58  -1.47  2.51  0.92
H  -2.20  -3.70  0.56  0.09
H  -3.50  -3.04  1.73  0.82
H  -3.46  -3.50  3.97  0.33
H  -1.80  -2.78  4.13  0.30
H  -2.14  -4.39  4.73  0.52
H  -2.68  -5.68  1.24  0.63
H  -3.93  -5.02  2.37  0.56
H  -2.69  -6.19  4.27  0.28
H  -1.65  -7.01  3.06  0.25
H  -3.36  -7.30  2.98  0.50
H  -0.57  -5.18  3.46  0.94
H  0.07  -3.73  2.66  -0.67
H  -0.94  -5.95  0.88  0.21
H  0.75  -5.91  1.52  0.41
H  0.33  -5.45  -1.37  0.38
H  1.92  -5.15  -0.56  0.38
H  1.07  -3.78  -1.28  -0.38
C  0.38  0.86  1.30  -0.52
C  1.84  1.07  1.01  0.25
N  2.38  0.41  -0.22  1.27
C  1.60  0.75  -1.45  -0.09
C  3.77  0.96  -0.27  -0.08
C  4.61  0.45  -1.44  -1.78
C  2.39  -1.10  -0.06  0.79
C  3.45  -1.79  0.91  -0.83
O  4.61  -2.08  0.19  -0.45
C  5.71  -2.25  1.06  -0.81
H  -0.21  1.16  0.43  0.02
H  0.28  1.53  2.15  0.86
H  0.18  -0.19  1.57  -0.74
H  2.41  0.64  1.83  -0.29
H  1.95  2.12  0.77  0.14
H  2.02  0.38  -2.36  0.86
H  1.65  1.86  -1.50  -0.82
H  0.61  0.34  -1.40  -0.26
H  4.24  0.76  0.70  0.47
H  3.61  2.01  -0.34  0.74
H  4.24  0.80  -2.39  0.05
H  4.56  -0.63  -1.41  0.35
H  5.61  0.79  -1.20  0.63
H  2.32  -1.52  -1.09  0.19
H  1.42  -1.31  0.40  -0.65
H  2.98  -2.73  1.27  0.33
H  3.56  -1.17  1.82  0.20
H  5.91  -1.31  1.60  0.29
H  6.59  -2.55  0.46  0.32
H  5.61  -3.09  1.77  0.24
C  3.06  -3.54  4.45  0.66
F  2.69  -4.65  3.74  -0.24
F  3.42  -3.89  5.67  -0.25
F  4.09  -2.96  3.83  -0.17
S  1.59  -2.41  4.45  1.21
O  1.47  -2.13  3.03  -0.25
O  0.59  -3.26  5.09  -0.76
N  1.97  -1.17  5.31  -0.67
S  2.64  0.12  4.60  1.30
O  3.67  -0.11  3.65  -0.75
O  1.65  1.06  4.33  -0.64
C  3.63  0.73  6.05  0.40
F  3.90  2.03  5.76  -0.22
F  2.94  0.61  7.18  -0.19
F  4.84  0.14  6.22  -0.22
C  -6.81  2.54  4.41  0.67
F  -6.94  3.37  3.38  -0.22
F  -7.48  3.06  5.47  -0.23
F  -7.30  1.28  4.19  -0.23
S  -5.01  2.39  4.84  0.96
O  -4.60  3.68  5.37  -0.65
O  -4.88  1.20  5.71  -0.64
N  -4.49  2.19  3.32  -0.34
S  -3.79  0.84  2.59  0.83
O  -2.37  0.71  2.87  -0.46
O  -4.60  -0.32  2.33  -0.69
C  -3.80  1.74  0.97  0.72
F  -3.20  0.92  0.07  -0.07
F  -5.02  2.10  0.62  -0.26
F  -3.03  2.81  1.01  -0.34
C  4.77  3.99  -3.48  0.54
F  5.03  3.31  -2.42  -0.11
F  5.13  5.28  -3.49  -0.21
F  5.48  3.36  -4.51  -0.28
S  3.06  3.87  -3.99  0.97
O  2.86  4.71  -5.12  -0.69
O  2.77  2.47  -4.11  -0.46
N  2.26  4.29  -2.68  -0.30
S  2.07  5.72  -1.94  0.79
O  3.20  6.52  -2.21  -0.63
O  0.75  6.27  -2.00  -0.64
C  2.18  5.22  -0.18  0.71
F  2.00  6.26  0.57  -0.22
F  1.27  4.29  0.16  -0.19
F  3.38  4.63  0.08  -0.25
C  2.39  -2.41  -4.51  0.57
F  3.46  -2.84  -5.20  -0.26
F  2.79  -1.94  -3.30  -0.23
F  1.93  -1.38  -5.19  -0.21
S  1.20  -3.80  -4.28  0.90
O  0.72  -4.15  -5.59  -0.68
O  2.01  -4.70  -3.53  -0.67
N  0.18  -2.88  -3.40  -0.09
S  -1.47  -2.96  -3.38  0.98
O  -2.06  -2.27  -4.49  -0.66
O  -2.03  -4.18  -2.85  -0.70
C  -1.62  -1.78  -2.02  0.12
F  -0.68  -1.96  -1.12  -0.04
F  -1.46  -0.47  -2.47  0.16
F  -2.85  -1.87  -1.50  -0.27

Values from the calculation:
- net charge = -1
- molar mass (Da) = 1559.4
- E_HOMO (eV) = -7.643
- electronic energy (eV) = -235386.968
- Kohn-Sham gap (eV) = 9.2

2.
3 unconnected molecules or ions with the total composition C32H61NO11PS2 in a non-equilibrium geometry, computed with ωB97M-V/def2-TZVPD.

Each line ends with the Mulliken charge.
Atoms and positions in Å:
C  3.13  3.88  0.28  -0.53
C  4.45  3.01  0.71  -0.47
C  4.73  1.79  -0.41  -0.56
O  3.40  1.40  -0.92  0.45
C  3.51  0.17  -1.76  -1.49
P  1.73  -0.60  -1.94  1.47
S  1.65  -0.15  0.20  -0.44
C  2.29  -2.42  -1.77  -0.75
C  1.39  -3.33  -0.74  0.24
C  2.25  -3.96  0.53  -0.58
C  1.47  -3.71  1.98  -0.31
O  0.37  -4.65  2.23  -0.31
C  -0.91  -4.18  1.70  0.63
C  -1.59  -2.70  1.94  -0.65
O  -1.64  -5.06  0.97  -0.54
C  1.18  1.18  -2.50  0.75
C  -0.11  1.84  -1.68  -0.24
C  -0.69  3.33  -2.12  -0.50
C  -0.01  4.20  -3.36  -0.47
C  1.29  3.51  -4.13  -0.61
C  1.90  2.01  -3.73  -0.26
O  -0.02  -0.91  -2.03  -0.45
C  -0.50  -1.56  -3.27  -0.49
S  -1.12  -3.33  -3.21  -0.25
C  0.64  -1.12  -4.38  0.40
C  0.67  -2.01  -5.77  -0.70
C  -0.87  -1.93  -6.42  0.11
N  -1.31  -0.84  -7.12  -0.67
O  1.94  -0.86  -3.68  -0.69
H  2.18  3.33  0.75  0.18
H  3.22  5.00  0.69  0.24
H  2.99  4.00  -0.90  0.10
H  5.42  3.65  0.89  0.31
H  4.18  2.48  1.74  0.17
H  5.44  2.22  -1.25  0.22
H  5.30  0.92  0.14  0.25
H  4.03  0.35  -2.80  0.11
H  4.23  -0.56  -1.16  0.43
H  2.75  -0.84  0.74  0.01
H  2.18  -2.91  -2.85  0.10
H  3.42  -2.56  -1.47  0.35
H  0.48  -2.76  -0.26  -0.16
H  1.01  -4.27  -1.36  0.36
H  3.25  -3.31  0.61  0.30
H  2.55  -5.09  0.38  0.22
H  2.30  -3.93  2.81  0.27
H  1.20  -2.58  2.11  0.15
H  -2.10  -2.56  2.99  0.30
H  -0.82  -1.80  1.81  0.11
H  -2.41  -2.52  1.09  0.25
H  -0.66  1.30  -0.79  0.21
H  -1.62  3.74  -1.52  0.26
H  -0.46  5.26  -3.66  0.31
H  1.77  4.13  -5.03  0.22
H  2.80  1.54  -4.32  0.19
H  -1.48  -0.93  -3.51  0.38
H  -2.25  -3.33  -4.08  0.11
H  0.18  -0.10  -4.78  -0.03
H  1.36  -1.46  -6.57  0.30
H  0.98  -3.13  -5.60  0.19
H  -1.59  -2.86  -6.23  0.23
H  -0.53  -0.12  -7.17  0.29
C  0.40  6.62  -0.69  -0.91
O  1.10  7.75  -0.20  -0.29
C  1.77  8.47  -1.22  -0.61
C  1.83  9.97  -0.89  -0.33
O  0.58  10.64  -1.07  -0.48
C  -0.46  10.34  -0.13  -0.24
C  -0.19  10.91  1.27  -0.59
O  0.79  10.13  1.95  -0.23
C  1.56  10.90  2.87  -0.81
H  1.10  5.87  -1.07  0.33
H  -0.18  6.19  0.13  0.33
H  -0.30  6.92  -1.48  0.41
H  1.27  8.34  -2.19  0.35
H  2.79  8.08  -1.29  0.41
H  2.52  10.44  -1.58  0.41
H  2.22  10.14  0.12  0.11
H  -0.66  9.27  -0.10  0.05
H  -1.36  10.82  -0.52  0.41
H  -1.11  10.88  1.86  0.40
H  0.13  11.96  1.18  0.35
H  2.02  11.76  2.37  0.35
H  2.36  10.26  3.26  0.23
H  0.93  11.23  3.70  0.32
C  -7.22  -8.77  4.45  -0.80
O  -6.04  -8.08  4.07  -0.25
C  -5.57  -7.19  5.08  -0.60
C  -4.04  -7.10  5.06  -0.20
O  -3.39  -8.24  5.61  -0.48
C  -3.44  -9.45  4.83  -0.29
C  -2.59  -9.39  3.56  -0.57
O  -3.24  -8.60  2.56  -0.30
C  -2.32  -7.96  1.69  -0.67
H  -8.06  -8.07  4.52  0.33
H  -7.45  -9.51  3.68  0.23
H  -7.08  -9.29  5.40  0.35
H  -5.90  -7.52  6.08  0.35
H  -6.01  -6.21  4.88  0.39
H  -3.75  -6.26  5.69  0.40
H  -3.67  -6.87  4.06  0.06
H  -4.47  -9.73  4.62  0.11
H  -3.03  -10.23  5.48  0.40
H  -2.47  -10.40  3.15  0.40
H  -1.60  -8.98  3.80  0.34
H  -1.60  -7.36  2.26  0.24
H  -2.88  -7.29  1.04  0.21
H  -1.79  -8.70  1.08  0.38

Values from the calculation:
- net charge = -1
- molar mass (Da) = 730.9
- E_HOMO (eV) = -4.959
- electronic energy (eV) = -89125.779
- Kohn-Sham gap (eV) = 7.3

- Among the records above, which one has the highest Kohn-Sham gap?
  C32H60F24N7O19S8

- Look up the electronic energy of the first one.
  -235386.968 eV

- Among the records above, which one has the highest electronic energy?
  C32H61NO11PS2